(1)
The molecule CH3BrOS at a distorted geometry. Source: the OMol25 dataset; level of theory: ωB97M-V with the def2-TZVPD basis set.

Its spin multiplicity is 1. For the orbital gap, the calculation gives 9.59 eV. For the LUMO energy, the calculation gives -0.0125 hartree. The value obtained for the energy relative to the best compared isomer or geometry (same formula, charge and spin) is 14.3 kJ/mol. As for the HOMO energy: -9.93 eV.

The geometry in XYZ format:
```
7
CH3BrOS ωB97M-V with the def2-TZVPD basis set
C -0.1691 0.1464 0.0777
O -1.7393 2.1288 -0.5360
S -1.6902 1.1192 0.4968
Br -3.1975 -0.4774 -0.0548
H 0.4642 0.0624 0.9434
H 0.3360 0.9855 -0.3793
H -0.2541 -0.7472 -0.4678
```

(2)
A structure of composition CH3Cl2FSi at a distorted geometry. Source: the OMol25 dataset; level of theory: ωB97M-V with the def2-TZVPD basis set.

Its spin multiplicity is 1. For the orbital gap, the calculation gives 9.16 eV. For the LUMO energy, the calculation gives -0.0228 hartree. The value obtained for the energy relative to the best compared isomer or geometry (same formula, charge and spin) is 272.1 kJ/mol. As for the HOMO energy: -9.78 eV.

The geometry in XYZ format:
```
8
CH3Cl2FSi ωB97M-V with the def2-TZVPD basis set
C 0.0763 0.7662 -0.7545
F 1.7043 -1.0834 0.4584
Si 0.1247 -0.7957 0.3401
Cl -0.9462 -2.4445 0.4021
Cl -1.2037 0.4257 2.5642
H 0.1542 0.4251 -1.7799
H -0.7732 1.2546 -0.7889
H 0.8635 1.4519 -0.4413
```

(3)
A cluster of 2 separate species, CH3Cl2FSi in total at a distorted geometry. Source: the OMol25 dataset; level of theory: ωB97M-V with the def2-TZVPD basis set.

Its spin multiplicity is 1. For the orbital gap (alpha / beta), the calculation gives 8.25 / 7.98 eV. For the LUMO energy (alpha / beta), the calculation gives -0.0240 / 0.0024 hartree. The value obtained for the energy relative to the best compared isomer or geometry (same formula, charge and spin) is 598.2 kJ/mol. As for the HOMO energy (alpha / beta): -8.90 / -7.92 eV.

The geometry in XYZ format:
```
8
CH3Cl2FSi ωB97M-V with the def2-TZVPD basis set
C 1.3768 -0.7173 -0.7605
F 1.4840 -0.0840 -1.9480
Si -1.2865 0.6207 0.5903
Cl -0.3887 1.7902 1.9576
Cl -2.3857 -0.7871 1.5015
H 1.0806 -1.7463 -0.8798
H 2.1636 -0.4492 -0.0762
H -2.0441 1.3731 -0.3849
```

(4)
A cluster of 3 separate species, CH3Cl2N3O in total at a distorted geometry. Source: the OMol25 dataset; level of theory: ωB97M-V with the def2-TZVPD basis set.

Its spin multiplicity is 1. For the orbital gap, the calculation gives 10.58 eV. The SMILES is [H]/N=N/Cl.N=C=O.Cl. For the LUMO energy, the calculation gives 0.0025 hartree. The value obtained for the energy relative to the best compared isomer or geometry (same formula, charge and spin) is 0.0 kJ/mol. As for the HOMO energy: -10.51 eV.

The geometry in XYZ format:
```
10
CH3Cl2N3O ωB97M-V with the def2-TZVPD basis set
H -1.4092 1.2171 -1.6429
N -0.6827 1.7332 -1.1893
N -0.1171 1.0033 -0.4171
Cl 1.2037 1.7508 0.4505
N 0.4944 -1.4210 1.4591
C -0.2213 -1.5159 0.5283
O -1.0457 -1.8526 -0.2577
H 1.2654 -0.7661 1.5717
Cl -3.6685 1.1092 0.2154
H -3.9720 0.0895 0.9023
```

(5)
A cluster of 2 separate species, CH3Cl2N4 in total at a distorted geometry. Source: the OMol25 dataset; level of theory: ωB97M-V with the def2-TZVPD basis set.

Its spin multiplicity is 1. For the orbital gap (alpha / beta), the calculation gives 8.23 / 7.48 eV. The net charge is +1. For the LUMO energy (alpha / beta), the calculation gives -0.2131 / -0.2512 hartree. The value obtained for the energy relative to the best compared isomer or geometry (same formula, charge and spin) is 563.4 kJ/mol. As for the HOMO energy (alpha / beta): -14.03 / -14.32 eV.

The geometry in XYZ format:
```
10
CH3Cl2N4 ωB97M-V with the def2-TZVPD basis set
C -0.5215 0.5643 -1.0369
N 0.7390 0.7514 -0.8183
N -0.0368 -0.5973 0.7378
N -1.0603 -0.3362 -0.1872
N 1.0386 0.0996 0.2535
Cl -2.6889 -0.4915 0.2833
Cl 2.5406 -0.8493 0.2733
H -1.1481 0.8607 -1.8946
H 0.0616 -1.5231 0.9128
H 1.0759 1.5212 1.4763
```

(6)
The molecule CH3Cl2NO at a distorted geometry. Source: the OMol25 dataset; level of theory: ωB97M-V with the def2-TZVPD basis set.

Its spin multiplicity is 1. For the orbital gap, the calculation gives 11.24 eV. The SMILES is NC(O)(Cl)Cl. For the LUMO energy, the calculation gives 0.0254 hartree. The value obtained for the energy relative to the best compared isomer or geometry (same formula, charge and spin) is 76.4 kJ/mol. As for the HOMO energy: -10.55 eV.

The geometry in XYZ format:
```
8
CH3Cl2NO ωB97M-V with the def2-TZVPD basis set
N 0.8302 0.1208 0.4415
C 0.0666 0.6118 -0.6047
O -1.0952 -0.0876 -0.6273
Cl -0.4822 2.4001 -0.1522
Cl 0.8632 0.8887 -2.1373
H 1.2148 0.8875 0.9801
H 0.2734 -0.3437 1.0588
H -1.6671 0.4011 -1.1409
```

(7)
The molecule CH3Cl2NO at a distorted geometry. Source: the OMol25 dataset; level of theory: ωB97M-V with the def2-TZVPD basis set.

Its spin multiplicity is 1. For the orbital gap, the calculation gives 9.97 eV. The SMILES is OCN(Cl)Cl. For the LUMO energy, the calculation gives 0.0193 hartree. The value obtained for the energy relative to the best compared isomer or geometry (same formula, charge and spin) is 328.1 kJ/mol. As for the HOMO energy: -9.44 eV.

The geometry in XYZ format:
```
8
CH3Cl2NO ωB97M-V with the def2-TZVPD basis set
O 0.7026 -0.2690 -0.8215
C -0.2516 0.0831 -0.0037
N -1.2028 1.2900 -0.5556
Cl -1.7989 0.9069 -2.1055
Cl -2.5189 1.3707 0.5691
H 1.4688 0.0996 -0.4545
H -0.9583 -0.6884 0.3343
H 0.2040 0.5389 0.8489
```

(8)
The molecule CH3Cl2O2PS at a distorted geometry. Source: the OMol25 dataset; level of theory: ωB97M-V with the def2-TZVPD basis set.

Its spin multiplicity is 1. For the orbital gap, the calculation gives 10.35 eV. For the LUMO energy, the calculation gives 0.0192 hartree. The value obtained for the energy relative to the best compared isomer or geometry (same formula, charge and spin) is 66.6 kJ/mol. As for the HOMO energy: -9.82 eV.

The geometry in XYZ format:
```
10
CH3Cl2O2PS ωB97M-V with the def2-TZVPD basis set
C 1.6128 0.0460 0.1475
O -0.8846 0.1190 -0.8665
O 0.1989 -2.0937 -0.3792
P -1.6708 0.8218 0.4425
S 0.4460 -0.8459 -1.0530
Cl -2.8497 2.0113 -0.6485
Cl -2.8765 -0.7116 1.1003
H 1.8427 -0.6080 1.0020
H 1.5625 1.0537 0.5387
H 2.6186 0.2075 -0.2838
```

(9)
The molecule CH3Cl2OP at a distorted geometry. Source: the OMol25 dataset; level of theory: ωB97M-V with the def2-TZVPD basis set.

Its spin multiplicity is 3. As for the expectation value of S²: 2.01. For the orbital gap (alpha / beta), the calculation gives 5.34 / 6.27 eV. For the LUMO energy (alpha / beta), the calculation gives 0.0264 / -0.1832 hartree. The value obtained for the energy relative to the best compared isomer or geometry (same formula, charge and spin) is 206.5 kJ/mol. As for the HOMO energy (alpha / beta): -4.63 / -11.26 eV.

The geometry in XYZ format:
```
8
CH3Cl2OP ωB97M-V with the def2-TZVPD basis set
C 0.1055 0.6547 -0.8415
O -1.1820 -1.6702 0.2965
P -0.1823 -0.5762 0.5379
Cl -0.6500 0.2958 2.2813
Cl 1.6599 -1.3354 0.9587
H -0.9284 1.0203 -1.2017
H 0.6149 1.5222 -0.3118
H 0.5623 0.0887 -1.7195
```

(10)
The molecule CH3Cl3NO2PS at a distorted geometry. Source: the OMol25 dataset; level of theory: ωB97M-V with the def2-TZVPD basis set.

Its spin multiplicity is 1. For the orbital gap, the calculation gives 8.12 eV. For the LUMO energy, the calculation gives -0.0406 hartree. The value obtained for the energy relative to the best compared isomer or geometry (same formula, charge and spin) is 119.0 kJ/mol. As for the HOMO energy: -9.23 eV.

The geometry in XYZ format:
```
12
CH3Cl3NO2PS ωB97M-V with the def2-TZVPD basis set
C -1.7321 -0.1246 -0.3102
N 0.8311 -2.2751 0.4582
O 0.7942 0.4935 -0.6479
O -0.0211 1.0809 1.5623
P 1.8065 -1.1436 0.2170
S -0.3300 0.9014 0.1678
Cl 3.0132 -1.1045 -1.3556
Cl 2.8160 0.1401 1.3912
Cl -0.8824 2.7995 -0.5259
H -2.6847 0.2751 0.2980
H -1.9534 0.1045 -1.3035
H -1.6575 -1.1471 0.0486
```

(11)
The molecule CH3ClFOP at a distorted geometry. Source: the OMol25 dataset; level of theory: ωB97M-V with the def2-TZVPD basis set.

Its spin multiplicity is 1. For the orbital gap, the calculation gives 10.92 eV. The SMILES is COP(F)Cl. For the LUMO energy, the calculation gives 0.0109 hartree. The value obtained for the energy relative to the best compared isomer or geometry (same formula, charge and spin) is 269.1 kJ/mol. As for the HOMO energy: -10.63 eV.

The geometry in XYZ format:
```
8
CH3ClFOP ωB97M-V with the def2-TZVPD basis set
C 0.0948 -1.1106 -0.5428
O 0.4593 0.3197 -0.3705
P 0.4222 1.0112 1.1072
F -1.5608 1.1450 1.1496
Cl 0.8372 2.7339 0.4099
H 1.0311 -1.7544 -0.6144
H -0.5905 -1.0880 -1.4629
H -0.6933 -1.2567 0.3238
```

(12)
A cluster of 2 separate species, CH3ClFP in total at a distorted geometry. Source: the OMol25 dataset; level of theory: ωB97M-V with the def2-TZVPD basis set.

Its spin multiplicity is 1. For the orbital gap (alpha / beta), the calculation gives 7.84 / 8.42 eV. For the LUMO energy (alpha / beta), the calculation gives -0.0274 / 0.0061 hartree. The value obtained for the energy relative to the best compared isomer or geometry (same formula, charge and spin) is 461.9 kJ/mol. As for the HOMO energy (alpha / beta): -8.59 / -8.25 eV.

The geometry in XYZ format:
```
7
CH3ClFP ωB97M-V with the def2-TZVPD basis set
C -0.4859 -1.1034 -0.3166
F -1.6573 -0.5020 -0.1252
P 1.3511 0.9446 0.6880
Cl 0.0413 2.2253 1.4713
H -0.3282 -1.6585 0.5671
H -0.2236 -1.1053 -1.4653
H 1.3027 1.1993 -0.8194
```

(13)
A cluster of 2 separate species, CH3ClN2 in total at a distorted geometry. Source: the OMol25 dataset; level of theory: ωB97M-V with the def2-TZVPD basis set.

Its spin multiplicity is 1. For the orbital gap, the calculation gives 11.77 eV. The SMILES is CCl.N#N. For the LUMO energy, the calculation gives 0.0390 hartree. The value obtained for the energy relative to the best compared isomer or geometry (same formula, charge and spin) is 12.0 kJ/mol. As for the HOMO energy: -10.71 eV.

The geometry in XYZ format:
```
7
CH3ClN2 ωB97M-V with the def2-TZVPD basis set
C 0.8167 0.1406 -0.6846
Cl 0.3440 1.4393 0.5677
H 1.1681 -0.6241 0.0540
H 1.6014 0.5965 -1.2951
H -0.1149 -0.0926 -1.2852
N -1.5100 -0.7744 0.9545
N -2.3053 -0.6854 1.6887
```

(14)
The molecule CH3ClN2S at a distorted geometry. Source: the OMol25 dataset; level of theory: ωB97M-V with the def2-TZVPD basis set.

Its spin multiplicity is 1. For the orbital gap, the calculation gives 8.42 eV. The SMILES is NNC(=S)Cl. For the LUMO energy, the calculation gives 0.0070 hartree. The value obtained for the energy relative to the best compared isomer or geometry (same formula, charge and spin) is 186.9 kJ/mol. As for the HOMO energy: -8.23 eV.

The geometry in XYZ format:
```
8
CH3ClN2S ωB97M-V with the def2-TZVPD basis set
N 1.3749 -0.1624 0.0897
N 0.0660 0.4623 0.1211
C -1.0973 -0.1570 0.1105
S -2.5104 0.9908 -0.0180
Cl -1.3443 -1.7711 0.4597
H 1.4954 -1.1514 -0.0316
H 1.9989 0.4227 -0.5983
H 0.0167 1.3662 -0.1331
```

(15)
The molecule CH3ClN2S at a distorted geometry. Source: the OMol25 dataset; level of theory: ωB97M-V with the def2-TZVPD basis set.

Its spin multiplicity is 1. For the orbital gap, the calculation gives 8.95 eV. The SMILES is NNC(=S)Cl. For the LUMO energy, the calculation gives 0.0067 hartree. The value obtained for the energy relative to the best compared isomer or geometry (same formula, charge and spin) is 106.7 kJ/mol. As for the HOMO energy: -8.77 eV.

The geometry in XYZ format:
```
8
CH3ClN2S ωB97M-V with the def2-TZVPD basis set
N 0.0299 0.9469 0.9763
N -0.5266 -0.1140 0.2605
C -0.0382 -0.7039 -0.7954
S -0.3514 -2.3154 -1.2318
Cl 0.9266 0.3102 -1.8556
H 0.9039 0.5795 1.3599
H 0.2984 1.9213 0.5037
H -1.2426 -0.6245 0.7826
```

(16)
A structure of composition CH3ClNa at a distorted geometry. Source: the OMol25 dataset; level of theory: ωB97M-V with the def2-TZVPD basis set.

Its spin multiplicity is 1. For the orbital gap, the calculation gives 10.85 eV. The net charge is +1. For the LUMO energy, the calculation gives -0.1795 hartree. As for the HOMO energy: -15.74 eV.

The geometry in XYZ format:
```
6
CH3ClNa ωB97M-V with the def2-TZVPD basis set
Cl -0.8226 -0.4500 0.2083
C 0.6928 0.3789 -0.1753
H 0.9557 1.0879 0.6277
H 0.5947 0.9387 -1.1206
H 1.5125 -0.3513 -0.2823
Na -2.9330 -1.6043 0.7421
```

(17)
The molecule CH3ClO3S at a distorted geometry. Source: the OMol25 dataset; level of theory: ωB97M-V with the def2-TZVPD basis set.

Its spin multiplicity is 1. For the orbital gap, the calculation gives 8.44 eV. For the LUMO energy, the calculation gives -0.0419 hartree. The value obtained for the energy relative to the best compared isomer or geometry (same formula, charge and spin) is 416.1 kJ/mol. As for the HOMO energy: -9.58 eV.

The geometry in XYZ format:
```
9
CH3ClO3S ωB97M-V with the def2-TZVPD basis set
C -1.1931 0.2955 0.2241
O 1.7405 -2.0182 -0.4395
O -0.2866 -0.6771 -0.3591
O 1.2231 1.6166 -1.0495
S 0.9908 -1.2288 0.4876
Cl 1.7941 0.7086 0.1206
H -1.2057 1.0789 -0.4288
H -0.9862 0.4452 1.2413
H -2.0769 -0.2208 0.2034
```

(18)
The molecule CH3ClOSi at a distorted geometry. Source: the OMol25 dataset; level of theory: ωB97M-V with the def2-TZVPD basis set.

Its spin multiplicity is 1. For the orbital gap (alpha / beta), the calculation gives 6.75 / 8.48 eV. For the LUMO energy (alpha / beta), the calculation gives -0.0359 / 0.0170 hartree. The value obtained for the energy relative to the best compared isomer or geometry (same formula, charge and spin) is 205.0 kJ/mol. As for the HOMO energy (alpha / beta): -7.72 / -8.01 eV.

The geometry in XYZ format:
```
7
CH3ClOSi ωB97M-V with the def2-TZVPD basis set
C 0.7612 -0.9808 -0.7965
O -0.0929 -0.1427 -0.3157
Si -0.4153 1.1592 0.6456
Cl -2.3706 1.7188 0.2395
H 1.5961 -1.1825 -0.2895
H 0.8072 -1.5272 -1.6969
H -0.2856 0.9553 2.2135
```

(19)
A cluster of 2 separate species, CH3ClS2 in total at a distorted geometry. Source: the OMol25 dataset; level of theory: ωB97M-V with the def2-TZVPD basis set.

Its spin multiplicity is 1. For the orbital gap, the calculation gives 8.46 eV. The SMILES is S=CS.Cl. For the LUMO energy, the calculation gives -0.0112 hartree. The value obtained for the energy relative to the best compared isomer or geometry (same formula, charge and spin) is 87.2 kJ/mol. As for the HOMO energy: -8.76 eV.

The geometry in XYZ format:
```
7
CH3ClS2 ωB97M-V with the def2-TZVPD basis set
S 0.6455 0.9057 0.2605
C -0.4361 0.8553 -0.9865
S -2.0359 0.3239 -1.0461
H -0.2089 1.2755 -1.9289
H -2.1017 -0.1232 0.2252
Cl 1.3410 -1.3431 2.7305
H 1.4513 -0.9300 3.9619
```

(20)
The ion CH3F2N4O with charge +1 at a distorted geometry. Source: the OMol25 dataset; level of theory: ωB97M-V with the def2-TZVPD basis set.

Its spin multiplicity is 1. For the orbital gap, the calculation gives 9.14 eV. The SMILES is [H]/N=N/C(O)=[NH+]/N(F)F. The net charge is +1. For the LUMO energy, the calculation gives -0.2412 hartree. The value obtained for the energy relative to the best compared isomer or geometry (same formula, charge and spin) is 34.7 kJ/mol. As for the HOMO energy: -15.70 eV.

The geometry in XYZ format:
```
11
CH3F2N4O ωB97M-V with the def2-TZVPD basis set
H 3.3910 1.1133 -0.0480
N 2.7196 0.3880 0.4156
N 1.6605 0.2158 -0.1308
C 0.4857 -0.4033 -0.1453
O 0.3681 -1.5967 -0.6760
N -0.6221 0.5101 0.1268
N -1.7770 0.0431 -0.1822
F -2.5285 1.0322 -0.7481
F -2.4830 -0.2165 1.0072
H -0.4815 -2.0727 -0.7018
H -0.7328 0.9866 1.0826
```